No. 1
Formula: C4H9NO2
Source: the OMol25 dataset
Level of theory: ωB97M-V/def2-TZVPD

The geometry in XYZ format:
```
16
C4H9NO2 (ωB97M-V/def2-TZVPD)
C 1.7721 1.1764 -1.0476
C -0.1935 0.0739 -1.2628
O -0.2994 -1.1269 -1.3848
C 0.5405 0.8029 -0.1823
C -1.4758 -0.5527 1.2939
O -1.9725 0.2988 2.0116
N -1.4113 -1.8704 1.5996
H 2.6490 0.6841 -0.6338
H 1.8813 2.2552 -1.0789
H 1.7014 0.8356 -2.0954
H -0.5236 0.7522 -2.0680
H -1.0848 -0.7287 0.2177
H 0.8189 0.1848 0.6793
H -0.0060 1.6763 0.2024
H -1.8502 -2.1734 2.4417
H -0.5461 -2.2884 1.3075
```

Output
DFT total energy ... -362.98588 Eh
Gap between HOMO and LUMO ... 10.46 eV
SMILES ... CCC=O.NC=O

***

No. 2
Formula: C4H9NO2
Source: the OMol25 dataset
Level of theory: ωB97M-V/def2-TZVPD

The geometry in XYZ format:
```
16
C4H9NO2 (ωB97M-V/def2-TZVPD)
C -0.1570 -0.3998 -0.0020
C -0.6782 -1.0405 -1.2887
C -0.1316 -1.3129 1.2256
C -0.6787 0.8870 0.2721
O 1.1327 1.5188 -0.0732
O 2.5028 1.9443 0.1298
N -1.5822 1.6896 0.4091
H 2.7051 2.2772 -0.7583
H 0.9797 0.0439 -0.1937
H -1.3457 2.6711 0.5367
H -1.6869 -1.4434 -1.1594
H -1.1185 -1.7413 1.4232
H -0.6880 -0.3267 -2.1139
H -0.0186 -1.8644 -1.5696
H 0.5675 -2.1326 1.0490
H 0.1976 -0.7701 2.1132
```

Output
DFT total energy ... -362.81351 Eh
Gap between HOMO and LUMO (spin up / spin down) ... 8.20 / 8.20 eV

***

No. 3
Formula: C4H9NO2
Source: the OMol25 dataset
Level of theory: ωB97M-V/def2-TZVPD

The geometry in XYZ format:
```
16
C4H9NO2 (ωB97M-V/def2-TZVPD)
C 1.6889 -0.5766 0.8963
C -1.0028 0.6338 -2.1329
C 0.5276 0.7867 2.3275
C -0.8490 -0.9283 -0.5059
N 0.6111 0.0972 1.2084
O -0.5287 0.0607 0.4872
O -0.4320 -0.6335 -1.7613
H 1.8339 -1.3726 0.0554
H 2.6163 -0.2474 1.2310
H -2.0498 0.6138 -2.2756
H -0.4999 0.7536 -3.1253
H -0.7058 1.2155 -1.2482
H -0.3042 1.4886 2.5347
H 1.4411 0.9110 2.8139
H -1.9811 -0.9198 -0.3944
H -0.3656 -1.8828 -0.1106
```

Output
DFT total energy ... -362.82868 Eh
Gap between HOMO and LUMO ... 7.69 eV

***

No. 4
Formula: C4H9NO2
Source: the OMol25 dataset
Level of theory: ωB97M-V/def2-TZVPD

The geometry in XYZ format:
```
16
C4H9NO2 (ωB97M-V/def2-TZVPD)
C -1.1389 1.4920 -0.2701
C -0.2854 0.3072 0.1982
C -0.9394 -1.1061 0.1430
O -0.4774 -1.9337 1.1807
N 0.9981 0.3956 -0.5035
C 2.0875 -0.3155 -0.1598
O 2.1189 -1.1792 0.7061
H -0.5909 2.4334 -0.1283
H -2.0600 1.5771 0.3126
H -1.4118 1.4238 -1.3293
H -0.0852 0.4458 1.2689
H -2.0201 -0.9604 0.2757
H -0.7644 -1.6730 -0.7807
H 0.4944 -1.9169 1.0878
H 1.0890 1.0592 -1.2584
H 2.9856 -0.0495 -0.7429
```

Output
DFT total energy ... -363.05192 Eh
Gap between HOMO and LUMO ... 10.55 eV
SMILES ... C[C@@H](CO)NC=O

***

Which value of DFT total energy does entry 4 give?
-363.05192 Eh